Density functional theory data (the ωB97M-V functional and the def2-TZVPD basis) for a structure of composition C26H49Cl2NO3P2RuS2Si.

```
! RIJCOSX wB97M-V def2-TZVPD def2/J DEFGRID3
* xyz 1 6
Ru 13.377 13.212 10.027
C 16.847 14.782 11.019
P 15.526 14.658 9.778
C 16.429 13.823 8.455
C 15.359 16.358 9.137
C 14.171 16.465 8.203
P 12.686 15.561 8.950
C 12.276 16.703 10.352
C 11.292 15.777 7.773
H 17.719 15.176 10.489
H 17.142 13.817 11.433
H 16.606 15.470 11.844
H 17.225 14.480 8.127
H 15.804 13.489 7.604
H 16.883 12.929 8.884
H 16.254 16.710 8.598
H 15.224 16.931 10.033
H 14.361 16.033 7.273
H 13.869 17.479 8.013
H 12.284 17.763 10.001
H 12.933 16.577 11.247
H 11.295 16.530 10.710
H 11.222 16.748 7.296
H 10.367 15.570 8.293
H 11.420 15.037 6.987
Cl 10.436 14.490 12.275
C 9.398 14.227 10.897
C 8.186 14.869 10.874
C 7.227 14.529 9.897
C 7.480 13.520 9.004
C 8.743 12.917 9.013
Cl 8.978 11.688 7.784
C 9.722 13.241 9.938
S 11.240 12.358 10.036
H 7.912 15.582 11.641
H 6.282 15.036 9.869
H 6.777 13.249 8.223
C 12.019 7.460 11.402
C 11.765 8.928 11.029
C 10.294 9.131 10.677
C 12.092 9.835 12.240
O 12.562 9.198 9.868
Si 14.115 9.394 9.524
S 14.778 11.437 9.448
O 14.968 8.523 10.605
C 16.386 8.537 10.984
C 16.669 7.152 11.478
C 16.647 9.575 12.091
C 17.275 8.952 9.790
O 14.407 8.985 7.970
C 14.428 7.749 7.227
C 14.920 6.522 8.016
C 15.297 7.967 5.989
C 12.986 7.536 6.782
H 11.323 7.145 12.189
H 13.015 7.318 11.768
H 11.843 6.761 10.596
H 9.742 8.693 11.448
H 10.057 8.598 9.752
H 9.961 10.188 10.652
H 11.447 9.551 13.073
H 11.870 10.876 12.011
H 13.147 9.731 12.586
H 16.004 6.865 12.312
H 17.685 7.206 11.858
H 16.598 6.386 10.706
H 16.115 9.246 12.990
H 16.233 10.565 11.811
H 17.721 9.637 12.351
H 16.923 8.462 8.914
H 18.259 8.571 10.039
H 17.307 10.051 9.645
H 15.938 6.716 8.348
H 14.985 5.597 7.408
H 14.294 6.312 8.858
H 16.318 8.209 6.339
H 14.907 8.836 5.405
H 15.176 7.047 5.414
H 12.318 7.618 7.647
H 12.773 6.587 6.301
H 12.655 8.326 6.074
C 14.195 11.837 14.437
C 13.796 12.772 13.343
N 13.639 13.392 12.404
H 14.652 10.953 13.977
H 13.367 11.516 15.086
H 15.014 12.329 15.009
*
```

For the HOMO energy (spin up / spin down), the calculation gives -9.267 / -11.201 eV. As for the total energy: -4084.35585 hartree. The energy above the lowest of the compared OMol25 structures with the same formula, charge and spin is 56.5 kJ/mol. The value obtained for the max |F| is 2.605 eV/A. The frontier orbital gap (spin up / spin down) comes out at 7.45 / 6.75 eV.


Density functional theory data (the ωB97M-V functional and the def2-TZVPD basis) for a structure of composition C4H7CaO3.

```
! RIJCOSX wB97M-V def2-TZVPD def2/J DEFGRID3
* xyz 2 2
C 0.614 -0.646 -0.678
C 0.972 -1.613 0.416
H 1.286 -0.710 -1.539
H -0.414 -0.760 -1.037
H 2.057 -1.642 0.576
H 0.633 -2.609 0.102
H 0.479 -1.358 1.362
O 0.322 2.841 -0.108
Ca 2.377 2.443 -0.053
O 0.770 0.740 -0.183
C -0.142 1.703 -0.158
O -1.614 1.425 -0.019
C -2.245 0.288 0.303
H -3.241 0.188 -0.128
H -1.854 -0.291 1.144
*
```

For the HOMO energy (spin up / spin down), the calculation gives -15.503 / -19.823 eV. As for the total energy: -1059.24677 hartree. The energy above the lowest of the compared OMol25 structures with the same formula, charge and spin is 0.0 kJ/mol. The value obtained for the max |F| is 5.803 eV/A. The frontier orbital gap (spin up / spin down) comes out at 5.94 / 10.23 eV.


Density functional theory data (the ωB97M-V functional and the def2-TZVPD basis) for a structure of composition C2H3N4.

```
! RIJCOSX wB97M-V def2-TZVPD def2/J DEFGRID3
* xyz 1 1
C -1.034 0.793 -0.210
C 1.390 0.007 -0.044
N -2.196 -0.570 0.116
N -0.990 -1.149 0.160
N -2.299 0.739 -0.082
N -0.093 -0.094 -0.016
H 1.584 1.048 0.148
H 1.700 -0.614 0.865
H 1.938 -0.160 -0.936
*
```

For the HOMO energy (spin up / spin down), the calculation gives -17.851 / -17.852 eV. As for the total energy: -296.47875 hartree. The energy above the lowest of the compared OMol25 structures with the same formula, charge and spin is 384.9 kJ/mol. The value obtained for the max |F| is 3.122 eV/A. The frontier orbital gap (spin up / spin down) comes out at 8.56 / 8.56 eV.


Density functional theory data (the ωB97M-V functional and the def2-TZVPD basis) for an isolated molecule of C6H4N2S.

```
! RIJCOSX wB97M-V def2-TZVPD def2/J DEFGRID3
* xyz 0 1
C 0.092 -0.683 0.163
N -0.878 0.317 0.014
C -0.916 1.646 0.104
N -2.067 2.272 0.066
C -3.034 1.308 -0.048
C -4.315 0.802 0.061
C -4.643 -0.399 -0.034
S -3.300 -1.422 -0.022
C -2.181 -0.037 -0.100
H -0.113 -1.576 -0.508
H 1.114 -0.425 -0.250
H -0.003 -1.155 1.100
H -0.007 2.269 0.088
*
```

For the HOMO energy (spin up / spin down), the calculation gives -8.264 / -8.264 eV. As for the total energy: -738.51912 hartree. The energy above the lowest of the compared OMol25 structures with the same formula, charge and spin is 474.2 kJ/mol. The value obtained for the max |F| is 6.123 eV/A. The frontier orbital gap (spin up / spin down) comes out at 7.08 / 7.08 eV.


Density functional theory data (the ωB97M-V functional and the def2-TZVPD basis) for a structure of composition C26H19GaN5S.

```
! RIJCOSX wB97M-V def2-TZVPD def2/J DEFGRID3
* xyz 1 1
Ga -0.325 0.570 0.434
C 2.524 -2.997 -2.477
C 3.005 -2.519 -1.265
C 2.129 -2.012 -0.318
C 0.762 -1.987 -0.579
C 0.280 -2.468 -1.790
C 1.161 -2.972 -2.737
N -0.142 -1.396 0.352
C -0.436 -1.995 1.509
C -0.105 -3.338 1.851
C -0.556 -3.865 3.023
C -1.347 -3.127 3.950
C -1.668 -1.837 3.679
C -1.194 -1.251 2.478
N -1.406 0.024 2.103
N -2.183 0.832 2.689
C -2.255 2.047 1.983
C -2.985 3.099 2.522
C -3.059 4.277 1.806
C -2.409 4.382 0.578
C -1.705 3.295 0.112
N -1.639 2.146 0.798
H 3.210 -3.391 -3.215
H 4.067 -2.537 -1.058
H 2.499 -1.622 0.623
H -0.787 -2.454 -1.979
H 0.779 -3.353 -3.675
H 0.481 -3.929 1.161
H -0.310 -4.893 3.259
H -1.678 -3.601 4.863
H -2.255 -1.233 4.357
H -3.467 2.966 3.479
H -3.619 5.115 2.200
H -2.447 5.291 -0.004
H -1.173 3.319 -0.831
S 3.438 2.056 -1.118
C 3.665 2.071 0.573
C 2.554 1.663 1.254
C 1.471 1.343 0.395
C 1.821 1.516 -0.923
C 0.893 1.223 -2.014
C 1.190 1.313 -3.370
C 0.212 1.006 -4.295
C -1.051 0.612 -3.864
C -1.279 0.532 -2.509
N -0.336 0.835 -1.611
H 4.615 2.379 0.981
H 2.524 1.602 2.332
H 2.180 1.614 -3.684
H 0.431 1.070 -5.353
H -1.837 0.366 -4.563
H -2.236 0.215 -2.112
*
```

For the HOMO energy (spin up / spin down), the calculation gives -10.464 / -10.464 eV. As for the total energy: -3598.79393 hartree. The value obtained for the max |F| is 0.104 eV/A. The frontier orbital gap (spin up / spin down) comes out at 6.15 / 6.15 eV.


Density functional theory data (the ωB97M-V functional and the def2-TZVPD basis) for an isolated molecule of C6H10O.

```
! RIJCOSX wB97M-V def2-TZVPD def2/J DEFGRID3
* xyz 0 1
C 2.206 0.160 0.077
C 0.751 -0.228 -0.003
C 0.096 -1.117 0.746
C -1.401 -0.949 0.669
C -1.597 -0.025 -0.551
C -0.199 0.552 -0.884
O -0.051 1.938 -0.607
H 2.553 0.228 1.119
H 2.394 1.140 -0.383
H 2.747 -0.612 -0.464
H 0.564 -1.810 1.441
H -1.721 -0.461 1.601
H -1.972 -1.881 0.601
H -1.996 -0.596 -1.396
H -2.288 0.802 -0.363
H 0.021 0.451 -1.955
H 0.081 1.987 0.350
*
```

For the HOMO energy, the calculation gives -9.086 eV. As for the total energy: -309.83308 hartree. The energy above the lowest of the compared OMol25 structures with the same formula, charge and spin is 24.4 kJ/mol. The value obtained for the max |F| is 0.585 eV/A. The frontier orbital gap comes out at 10.06 eV.


Density functional theory data (the ωB97M-V functional and the def2-TZVPD basis) for a structure of composition C27H34N3O7Ti.

```
! RIJCOSX wB97M-V def2-TZVPD def2/J DEFGRID3
* xyz -1 1
Ti 0.259 0.221 0.718
C 2.548 0.438 0.999
C 3.153 -0.619 0.239
C 3.314 -1.716 1.062
C 2.833 -1.380 2.360
C 2.404 -0.054 2.332
H 2.640 1.490 0.743
H 3.412 -0.563 -0.810
H 3.673 -2.686 0.751
H 2.786 -2.042 3.212
H 2.061 0.534 3.173
C 1.420 5.640 -3.269
O 1.182 6.150 -1.980
C 0.887 5.215 -0.993
C 0.720 5.721 0.306
C 0.426 4.881 1.342
C 0.260 3.461 1.202
C -0.088 2.638 2.279
C -0.286 3.062 3.691
O -0.259 1.314 2.093
C 0.472 2.997 -0.127
O 0.372 1.684 -0.409
C 0.762 3.860 -1.197
H 1.662 6.488 -3.907
H 0.537 5.132 -3.673
H 2.256 4.933 -3.275
H 0.831 6.784 0.472
H 0.305 5.319 2.323
H -0.350 4.143 3.796
H 0.512 2.722 4.362
H -1.215 2.644 4.094
H 0.891 3.412 -2.166
C -0.560 -2.049 -2.819
N -0.262 -0.670 -2.517
C 0.802 -0.180 -3.363
C -1.437 0.187 -2.564
C -2.466 -0.148 -1.497
N -2.180 0.284 -0.116
C -2.498 1.706 0.064
C -3.049 -0.477 0.781
H -1.003 -2.176 -3.826
H -1.242 -2.471 -2.086
H 0.360 -2.630 -2.774
H 0.528 -0.191 -4.435
H 1.694 -0.795 -3.230
H 1.055 0.831 -3.070
H -1.941 0.097 -3.548
H -1.121 1.225 -2.463
H -2.636 -1.226 -1.470
H -3.430 0.300 -1.799
H -3.566 1.878 -0.145
H -1.895 2.317 -0.597
H -2.265 2.005 1.083
H -4.111 -0.289 0.549
H -2.844 -0.189 1.812
H -2.857 -1.545 0.669
O -0.559 -1.435 2.139
C -0.199 -2.168 1.214
O 0.294 -1.700 0.131
C -0.324 -3.669 1.321
C -0.983 -4.213 2.414
C -1.101 -5.590 2.561
C -0.549 -6.425 1.595
C 0.093 -5.839 0.525
C 0.231 -4.485 0.342
N 0.693 -6.771 -0.528
O 0.467 -7.979 -0.392
O 1.328 -6.237 -1.441
H -1.381 -3.533 3.154
H -1.609 -6.015 3.415
H -0.613 -7.499 1.668
H 0.755 -4.057 -0.501
*
```

For the HOMO energy (spin up / spin down), the calculation gives -1.966 / -1.992 eV. As for the total energy: -2589.67791 hartree. The energy above the lowest of the compared OMol25 structures with the same formula, charge and spin is 72.7 kJ/mol. The value obtained for the max |F| is 1.858 eV/A. The frontier orbital gap (spin up / spin down) comes out at 3.49 / 3.51 eV.


Density functional theory data (the ωB97M-V functional and the def2-TZVPD basis) for a cluster of 2 separate species, C5H10O in total.

```
! RIJCOSX wB97M-V def2-TZVPD def2/J DEFGRID3
* xyz 0 1
C 0.444 0.898 0.631
C 0.689 0.989 1.962
C -0.365 1.545 2.817
H 1.221 0.495 -0.044
H -0.464 1.382 0.255
H 1.597 0.771 2.450
H -1.338 1.492 2.233
H -0.603 0.957 3.715
H -0.339 2.616 2.884
C -0.726 -1.331 -2.601
C 0.642 -1.939 -2.094
O 1.026 -1.608 -1.038
H -0.928 -0.368 -2.097
H -1.478 -2.078 -2.529
H -0.481 -1.107 -3.757
H 1.100 -2.714 -2.788
*
```

For the HOMO energy, the calculation gives -9.108 eV. As for the total energy: -271.66730 hartree. The energy above the lowest of the compared OMol25 structures with the same formula, charge and spin is 224.0 kJ/mol. The value obtained for the max |F| is 4.390 eV/A. The frontier orbital gap comes out at 10.18 eV.


Density functional theory data (the ωB97M-V functional and the def2-TZVPD basis) for a structure of composition C12H33MnO13S4.

```
! RIJCOSX wB97M-V def2-TZVPD def2/J DEFGRID3
* xyz 1 6
Mn 5.400 10.765 -19.436
O 5.342 10.826 -17.536
H 5.261 10.216 -16.795
O 0.739 10.685 -19.104
S 1.975 11.312 -18.827
O 3.201 10.804 -19.376
O 1.906 12.796 -19.327
C 0.884 13.644 -18.749
C 0.658 14.787 -19.709
C 2.165 11.434 -17.086
H 1.206 14.050 -17.786
H -0.026 13.067 -18.584
H 0.052 15.566 -19.254
H 0.132 14.440 -20.600
H 1.616 15.179 -20.052
H 2.945 12.144 -16.832
H 2.446 10.424 -16.782
H 1.211 11.647 -16.613
O 7.682 9.209 -13.193
S 7.354 10.572 -12.981
O 7.529 11.222 -11.745
O 8.173 11.433 -14.018
C 8.316 10.891 -15.341
C 9.161 11.821 -16.184
C 5.694 10.895 -13.483
H 7.312 10.787 -15.760
H 8.804 9.918 -15.312
H 8.568 12.522 -16.772
H 9.676 11.234 -16.945
H 9.863 12.393 -15.584
H 5.569 11.951 -13.257
H 5.036 10.248 -12.912
H 5.570 10.742 -14.551
O 6.884 4.393 -19.305
S 7.193 5.756 -19.142
O 6.458 6.762 -19.855
O 7.079 6.098 -17.603
C 6.626 7.436 -17.268
C 5.138 7.453 -16.937
C 8.924 6.012 -19.453
H 6.751 8.053 -18.146
H 7.276 7.680 -16.430
H 4.677 8.118 -17.676
H 4.886 7.966 -16.005
H 4.676 6.474 -17.004
H 9.423 5.811 -18.507
H 9.095 7.030 -19.778
H 9.212 5.251 -20.173
O 5.014 12.847 -19.440
S 5.482 14.204 -19.250
O 6.261 14.808 -20.248
O 4.178 15.022 -19.039
C 4.256 16.470 -19.188
C 2.890 17.042 -18.928
C 6.272 14.279 -17.678
H 4.638 16.701 -20.176
H 4.926 16.920 -18.449
H 2.525 16.760 -17.943
H 2.165 16.845 -19.718
H 2.970 18.133 -18.936
H 6.398 15.320 -17.393
H 7.271 13.890 -17.874
H 5.710 13.663 -16.985
*
```

For the HOMO energy (spin up / spin down), the calculation gives -13.585 / -13.587 eV. As for the total energy: -4198.59047 hartree. The energy above the lowest of the compared OMol25 structures with the same formula, charge and spin is 114.0 kJ/mol. The value obtained for the max |F| is 2.043 eV/A. The frontier orbital gap (spin up / spin down) comes out at 8.95 / 8.88 eV.